1.
Density functional theory data (ωB97M-V with the def2-TZVPD basis set) for an isolated molecule of C6H8OS.

Geometry (Å):
S: -0.0215 2.5787 0.7150
O: 0.9024 -1.3664 0.8348
C: -1.1830 0.4982 -0.9521
C: -0.7404 0.9203 0.3563
C: 0.1598 -1.5816 -0.3451
C: 0.7643 0.9569 0.4188
C: 1.2725 -0.0747 1.3439
C: -0.6634 -0.8806 -1.0770
H: -1.2205 0.4147 1.2163
H: -1.0910 -1.3554 -2.0690
H: 0.3444 -2.6202 -0.7129
H: -2.2645 0.5609 -1.2097
H: -0.5600 1.0145 -1.6736
H: 2.4260 0.0078 1.4393
H: 1.1420 0.8599 -0.6194
H: 0.7327 0.0670 2.3342

## Properties
LUMO level ... 0.95 eV
Gap between HOMO and LUMO ... 9.909 eV
Calculated total energy ... -19231.714 eV
Structure (SMILES) ... C1=COC[C@@H]2S[C@H]2C1
Net charge ... 0
HOMO energy ... -8.96 eV

***

2.
Density functional theory data (ωB97M-V with the def2-TZVPD basis set) for an isolated molecule of C6H8OS.

Geometry (Å):
S: 0.8004 1.7084 0.0227
O: 0.1596 -2.2273 -0.0850
C: -0.3765 0.3675 0.0187
C: 0.6601 -1.1300 -0.0217
C: 2.0315 -0.6662 0.0100
C: -1.2184 0.1125 -1.2209
C: 2.1652 0.6629 -0.0702
C: -1.2903 0.3133 1.1939
H: -2.2276 0.5297 -1.1371
H: -1.5349 -0.6472 1.5568
H: -0.7701 0.7895 1.9993
H: -1.3335 -0.9500 -1.2696
H: 3.1690 1.2392 -0.0669
H: -0.9112 0.6109 -2.0154
H: -2.1833 0.7459 1.0212
H: 2.8602 -1.4590 0.0641

## Properties
LUMO level ... 0.24 eV
Gap between HOMO and LUMO ... 9.170 eV
Calculated total energy ... -19232.684 eV
Structure (SMILES) ... CC1(C)SC=CC1=O
Net charge ... 0
HOMO energy ... -8.93 eV

***

3.
Density functional theory data (ωB97M-V with the def2-TZVPD basis set) for an isolated molecule of C6H8OS.

Geometry (Å):
S: -2.2838 0.5461 0.7177
O: 1.4332 -0.5029 -2.0890
C: -0.3132 -2.2124 -0.3554
C: 0.9663 1.2476 -0.4989
C: 0.4339 1.0706 0.9485
C: 0.8621 -0.1329 -1.0873
C: -0.0785 -0.8946 -0.2689
C: -0.5800 -0.0691 0.8706
H: 0.0782 -2.7328 -1.1964
H: 0.3211 1.9005 -1.1026
H: -0.6343 -0.6407 1.8039
H: -0.9587 -2.7118 0.3657
H: -2.4287 0.6550 -0.5932
H: 1.9511 1.6973 -0.4814
H: 1.1898 0.7396 1.6558
H: 0.0416 2.0406 1.3108

## Properties
LUMO level ... -0.15 eV
Gap between HOMO and LUMO ... 9.107 eV
Calculated total energy ... -19233.634 eV
Structure (SMILES) ... C=C1C(=O)CC[C@H]1S
Net charge ... 0
HOMO energy ... -9.25 eV

***

4.
Density functional theory data (ωB97M-V with the def2-TZVPD basis set) for a structure of composition C6H8OS.

Geometry (Å):
S: 0.4904 0.3265 -1.4610
O: 0.2828 -2.0320 1.1383
C: -0.6051 1.8415 -1.4108
C: -1.2886 1.2836 -0.1349
C: -0.2881 0.1410 0.2451
C: -0.8233 -1.2362 0.4734
C: 1.1891 -1.0505 1.6832
C: 0.8332 0.2565 1.3581
H: -2.1927 0.8112 -0.4387
H: 1.4655 1.1413 1.3622
H: -1.0343 -1.8028 -0.3915
H: -1.5016 1.8086 0.7656
H: -1.1827 1.8605 -2.3513
H: -0.0535 2.7008 -1.2370
H: -1.6808 -1.2464 1.1300
H: 1.9685 -1.6565 2.1455

## Properties
LUMO level ... 0.82 eV
Gap between HOMO and LUMO ... 9.251 eV
Calculated total energy ... -19232.035 eV
Net charge ... 0
HOMO energy ... -8.43 eV

***

5.
Density functional theory data (ωB97M-V with the def2-TZVPD basis set) for an isolated molecule of C6H8OS.

Geometry (Å):
S: 1.2804 0.9127 -0.6673
O: -0.0823 0.0708 1.4796
C: -1.4997 -1.3046 -0.7320
C: 1.2636 -0.0811 1.6657
C: -0.2637 0.7619 0.3202
C: -1.5493 0.1212 -0.3569
C: 2.1160 0.2975 0.7526
C: -2.3029 -1.7649 -1.6824
H: 1.4752 -0.5497 2.5781
H: -2.2898 0.2799 0.4573
H: -1.9037 0.7758 -1.1565
H: -2.4096 -2.7704 -1.9035
H: -0.8788 -1.9072 -0.0891
H: 3.1959 0.3248 0.8679
H: -0.5692 1.7430 0.5791
H: -3.0329 -1.2462 -2.2962

## Properties
LUMO level ... 0.88 eV
Gap between HOMO and LUMO ... 8.709 eV
Calculated total energy ... -19232.168 eV
Structure (SMILES) ... C=CC[C@H]1OC=CS1
Net charge ... 0
HOMO energy ... -7.83 eV

***

6.
Density functional theory data (ωB97M-V with the def2-TZVPD basis set) for an isolated molecule of C6H8S.

Geometry (Å):
S: -0.9066 0.2947 -0.9868
C: 1.5887 -0.8890 -0.7219
C: 1.3965 -0.8868 0.7665
C: -1.7599 0.8829 1.5053
C: 0.8630 0.2507 -1.4112
C: -0.7811 0.3306 0.7772
C: 0.3813 -0.3308 1.4166
H: 2.6689 -0.8054 -0.9591
H: 2.1917 -1.4097 1.3671
H: 0.8994 0.1663 -2.4845
H: -2.5802 1.3865 1.0748
H: 0.3548 -0.3556 2.4925
H: -1.7202 0.7969 2.5737
H: 1.2612 -1.8430 -1.1482
H: 1.2993 1.2044 -1.1226

## Properties
LUMO level ... 0.91 eV
Gap between HOMO and LUMO ... 9.148 eV
Calculated total energy ... -17186.072 eV
Structure (SMILES) ... C=C1C=CCCS1
Net charge ... 0
HOMO energy ... -8.24 eV

***

7.
Density functional theory data (ωB97M-V with the def2-TZVPD basis set) for an isolated molecule of C6H8S2.

Geometry (Å):
S: -2.1676 -1.1451 -0.0288
S: 3.5059 -0.0757 -0.0072
C: 1.9559 0.1362 -0.3832
C: -0.4379 0.6490 0.5947
C: -1.4035 1.5985 -0.0751
C: -2.6928 0.6781 -0.1201
C: 0.7997 -0.2129 0.4736
C: -0.4972 -0.5689 -0.2739
H: -1.0834 1.8754 -1.1049
H: -0.3483 -0.4044 -1.3402
H: -1.5977 2.5393 0.4792
H: 1.6640 0.5454 -1.3848
H: -3.3767 0.8343 -1.0404
H: -0.8461 0.4166 1.5690
H: -3.3528 0.7626 0.7636
H: 1.1836 -0.7171 1.3376

## Properties
LUMO level ... -0.43 eV
Gap between HOMO and LUMO ... 8.266 eV
Calculated total energy ... -28018.652 eV
Structure (SMILES) ... S=C[C@H]1[C@H]2CCS[C@H]12
Net charge ... 0
HOMO energy ... -8.70 eV

***

8.
Density functional theory data (ωB97M-V with the def2-TZVPD basis set) for an isolated molecule of C6H8S2.

Geometry (Å):
S: -1.4927 -1.8630 -0.0556
S: -1.5001 1.1617 -0.1379
C: 1.0582 0.9022 -0.2810
C: -0.7718 -0.4406 0.2197
C: 0.1348 2.0829 -0.1057
C: 0.5686 -0.0883 0.7522
C: 2.0276 -0.0179 0.4142
C: 2.7689 -1.0311 -0.4284
H: 0.8775 0.4743 -1.2902
H: 3.6290 -0.5819 -0.8925
H: 2.1143 -1.4398 -1.2250
H: 3.0909 -1.8759 0.2036
H: 2.6424 0.3339 1.2392
H: 0.2640 2.6035 0.8434
H: 0.1289 2.8122 -0.9032
H: 0.4204 0.4499 1.6951

## Properties
LUMO level ... -0.01 eV
Gap between HOMO and LUMO ... 8.467 eV
Calculated total energy ... -28019.392 eV
Structure (SMILES) ... C[C@H]1[C@@H]2CSC(=S)[C@@H]12
Net charge ... 0
HOMO energy ... -8.48 eV

***

9.
Density functional theory data (ωB97M-V with the def2-TZVPD basis set) for an isolated molecule of C6H8Se.

Geometry (Å):
Se: 0.4773 2.0377 0.4925
C: 0.2822 -2.0162 0.9586
C: 0.4281 -0.6837 1.4425
C: -0.8003 2.5206 -1.0510
C: 0.1804 -0.6627 -0.8230
C: 0.2120 -2.0130 -0.3758
C: 0.2938 0.1172 0.2571
H: 0.0439 -2.7323 -1.1063
H: 1.4053 -0.5735 1.9273
H: -0.2072 2.3868 -1.9732
H: 0.3044 -2.8478 1.7104
H: 0.2453 -0.4415 -1.9257
H: -0.1492 -0.4319 2.2737
H: -1.5917 1.7300 -0.7880
H: -1.1244 3.6101 -1.0191

## Properties
LUMO level ... 0.80 eV
Gap between HOMO and LUMO ... 8.514 eV
Calculated total energy ... -71695.706 eV
Structure (SMILES) ... C[Se]C1=CC=CC1
Net charge ... 0
HOMO energy ... -7.71 eV

***

10.
Density functional theory data (ωB97M-V with the def2-TZVPD basis set) for an isolated molecule of C6H8Si.

Geometry (Å):
Si: -0.7966 2.4294 -0.0267
C: -0.5841 0.4468 -0.0345
C: 0.3239 1.1919 -0.9484
C: 1.3952 1.0700 -1.7120
C: 0.0046 -0.5545 0.9758
C: -0.1925 -3.1304 1.0720
C: -0.3020 -1.8311 1.1606
H: -0.6328 -3.7852 1.8140
H: 1.6947 1.8069 -2.3569
H: 0.8937 -0.0186 1.5135
H: -0.6747 2.9687 1.2944
H: 1.8977 0.0950 -1.6839
H: 0.2794 -3.6066 0.2305
H: -1.3861 0.0364 -0.5478
H: -1.9202 2.8812 -0.7504

## Properties
LUMO level ... 0.50 eV
Gap between HOMO and LUMO ... 8.835 eV
Calculated total energy ... -14223.938 eV
Structure (SMILES) ... C=C=C[C@H]1[SiH2]C1=C
Net charge ... 0
HOMO energy ... -8.34 eV

***

11.
Density functional theory data (ωB97M-V with the def2-TZVPD basis set) for a structure of composition C6H9BF4IrN2O6S.

Geometry (Å):
Ir: 0.0664 0.4591 -0.6835
S: -1.9276 2.3266 1.0706
F: -2.3592 3.2154 -1.4643
F: -1.4667 3.1774 -3.5793
F: -3.2187 1.7898 -3.0387
F: -1.1315 1.3712 -2.1731
O: 1.0968 -3.3076 -1.5715
O: -3.0241 1.3315 1.2219
O: -1.6830 -0.6606 -0.1967
O: 0.6457 -1.1310 -1.8759
O: 1.9128 1.2826 -0.8183
O: 3.8652 1.2639 0.2741
N: -0.6061 1.7893 0.7338
N: 0.9823 -0.6105 0.7540
C: 1.0930 -2.1439 -1.2180
C: 1.9332 0.3464 1.3670
C: 1.7105 -1.7506 0.1308
C: -1.2324 -1.6493 0.7648
C: 2.6787 1.0242 0.2017
C: -0.1261 -1.0587 1.6365
B: -2.0937 2.4513 -2.5991
H: 0.2434 -1.7682 2.3825
H: 2.7290 -1.4236 -0.0794
H: 1.3463 1.1180 1.8646
H: 1.7451 -2.6072 0.8041
H: 2.6126 -0.1274 2.0759
H: -0.8875 -2.5103 0.1951
H: -0.5298 -0.1826 2.1408
H: -2.0790 -1.9558 1.3791
H: -2.2957 -0.0594 0.3002

## Properties
LUMO level ... 2.41 eV
Gap between HOMO and LUMO ... 8.326 eV
Calculated total energy ... -46862.806 eV
Net charge ... -1
HOMO energy ... -5.91 eV

***

12.
Density functional theory data (ωB97M-V with the def2-TZVPD basis set) for an isolated molecule of C6H9BO2.

Geometry (Å):
O: 0.9833 1.3990 0.4156
O: 3.1026 0.2938 0.0740
C: -1.6410 -1.0633 0.7939
C: -0.6709 -0.2238 0.4508
C: -1.2568 1.7161 -0.7628
C: 0.9830 -2.2241 -0.3681
C: -0.4444 1.2074 0.4461
C: 0.8643 -0.9284 -0.2125
B: 1.7299 0.3516 0.0591
H: 0.1858 -2.9624 -0.1833
H: 3.1967 1.2662 0.0616
H: -2.5368 -0.7764 1.2977
H: 1.8846 -2.8753 -0.7816
H: -1.6827 2.6416 -0.4392
H: -1.4700 -2.0671 0.5464
H: -0.6322 1.7349 -1.7351
H: -1.9142 0.8591 -1.0488
H: -0.6812 1.6512 1.3863

## Properties
LUMO level ... 0.67 eV
Gap between HOMO and LUMO ... 9.849 eV
Calculated total energy ... -11138.662 eV
Structure (SMILES) ... C=C1B(O)O[C@@H](C)C1=C
Net charge ... 0
HOMO energy ... -9.18 eV

***

> The lowest LUMO level belongs to which entry?

number 7

***

> Which of these has the lowest gap between HOMO and LUMO?

number 7